Density functional theory data (the ωB97M-V functional and the def2-TZVPD basis) for a molecular structure, C10H31O8Ti3.

Structure (XYZ):
```
52
Properties=species:S:1:pos:R:3:lowdin_charge:R:1
Ti -4.251 -8.149 13.358 0.90
Ti -6.604 -7.117 15.322 1.05
Ti -6.164 -8.842 10.932 0.67
C -6.935 -5.109 11.956 0.05
C -5.729 -5.942 12.393 -0.69
O -5.501 -5.970 13.622 -0.23
O -5.073 -6.610 11.527 -0.16
H -6.936 -4.169 12.508 0.07
H -7.821 -5.704 12.175 0.08
H -6.858 -4.887 10.892 0.10
C -6.752 -7.442 8.245 -0.16
O -6.017 -8.536 8.568 -0.18
H -6.208 -6.555 8.569 0.08
H -6.980 -7.369 7.182 0.11
H -7.685 -7.498 8.806 0.09
H -5.122 -8.511 8.222 0.12
C -1.871 -5.576 13.816 -0.09
O -2.868 -6.414 14.310 -0.20
H -1.055 -6.085 13.301 0.10
H -2.447 -4.922 13.161 0.08
H -1.407 -5.001 14.617 0.11
H -3.698 -5.932 14.281 0.02
C -3.541 -4.003 9.952 -0.20
O -2.687 -3.294 9.128 -0.07
H -4.148 -3.394 10.622 0.08
H -4.280 -4.503 9.325 0.07
H -3.076 -4.810 10.520 0.06
H -2.292 -3.923 8.520 0.09
C -8.184 -1.673 12.293 -0.11
O -8.011 -1.916 13.711 -0.14
H -8.211 -2.629 11.770 0.06
H -9.117 -1.201 11.986 0.09
H -7.375 -1.057 11.900 0.09
H -7.907 -1.159 14.292 0.10
C -10.760 -6.470 11.607 -0.08
C -11.110 -7.405 12.727 -0.30
O -9.902 -7.975 13.256 -0.12
H -10.226 -6.956 10.790 0.07
H -10.191 -5.656 12.055 0.07
H -11.726 -6.096 11.270 0.09
H -11.769 -8.249 12.527 0.12
H -11.628 -6.886 13.533 0.12
H -9.490 -8.413 12.508 0.04
C -4.460 -2.513 13.791 -0.07
C -4.930 -2.116 15.189 -0.30
O -6.061 -2.905 15.505 -0.09
H -5.268 -2.187 13.135 0.06
H -4.319 -3.593 13.761 0.04
H -3.488 -2.106 13.513 0.09
H -4.995 -1.033 15.293 0.12
H -4.150 -2.366 15.909 0.11
H -6.752 -2.804 14.846 0.02
```

Calculated values
Lowest unoccupied orbital energy (alpha / beta) = -7.184 / -7.885 eV
DFT total energy = -96573.8342 eV
Total charge = +2
Spin multiplicity = 10
HOMO energy (alpha / beta) = -0.461 / -0.542 Eh

=====

Density functional theory data (the ωB97M-V functional and the def2-TZVPD basis) for C17H25N3O2 in the gas phase.

Structure (XYZ):
```
47
Properties=species:S:1:pos:R:3:lowdin_charge:R:1
N 0.411 -3.031 -0.836 0.14
N -1.043 -2.143 -2.131 0.16
O 1.086 -2.588 -2.089 -0.01
O -0.340 0.678 2.629 -0.09
C -0.869 -2.723 -0.935 -0.35
C 0.079 -1.928 -2.794 -0.26
C 3.252 2.875 1.830 -0.04
C 2.338 3.310 2.793 -0.08
C 2.827 1.780 0.985 -0.04
C 0.842 1.469 2.304 -0.15
C 1.259 2.553 3.073 -0.21
C 1.615 1.079 1.178 -0.15
N -1.899 -1.784 1.226 -0.09
C 0.537 3.015 4.365 -0.03
C 1.463 -0.312 0.436 -0.02
C -1.851 -2.934 0.254 -0.11
C -0.452 -0.103 -4.747 -0.06
C 0.565 -2.336 -5.212 -0.06
C -1.498 1.299 2.111 -0.23
C -2.422 -0.516 0.820 -0.29
C -2.708 0.346 1.991 -0.15
C 0.422 -1.258 -4.089 -0.30
H 4.161 3.288 1.683 0.06
H 2.699 4.136 3.380 0.11
H 3.629 1.395 0.321 0.11
H -1.098 -1.711 1.862 0.11
H 1.107 2.790 5.302 0.09
H 0.248 4.078 4.484 0.08
H -0.420 2.467 4.377 0.06
H 1.963 -1.158 0.988 0.11
H 0.435 -0.524 0.319 0.01
H 1.933 -0.220 -0.540 0.07
H -1.611 -3.991 0.699 0.14
H -2.949 -2.868 -0.106 0.13
H -0.041 0.473 -5.589 0.08
H -0.727 0.651 -3.936 0.09
H -1.415 -0.468 -5.107 0.07
H -0.382 -2.849 -5.330 0.08
H 0.721 -1.982 -6.245 0.09
H 1.235 -3.078 -4.810 0.07
H -1.192 1.648 1.122 0.12
H -1.728 2.195 2.690 0.11
H -3.362 -0.955 0.414 0.12
H -1.889 0.138 0.037 0.13
H -2.853 -0.332 2.885 0.15
H -3.500 1.054 1.860 0.11
H 1.421 -0.923 -3.921 0.12
```

Calculated values
Lowest unoccupied orbital energy = 0.836 eV
DFT total energy = -26595.6341 eV
SMILES = Cc1cccc(C)c1OCCCNCc1noc(C(C)C)n1
Energy above the lowest of the compared OMol25 structures with the same formula, charge and spin = 6.465 eV
Spin multiplicity = 1
HOMO energy = -0.325 Eh

=====

Density functional theory data (the ωB97M-V functional and the def2-TZVPD basis) for C15H26N2O2S in the gas phase.

Structure (XYZ):
```
46
Properties=species:S:1:pos:R:3:lowdin_charge:R:1
C -0.313 -2.624 1.287 -0.10
C 0.796 -3.619 0.963 -0.26
C 1.802 -3.071 -0.052 -0.22
C 2.803 -2.107 0.583 -0.21
C 3.804 -1.547 -0.431 -0.21
H 4.095 -2.345 -1.119 0.11
C 3.243 -0.366 -1.226 -0.20
C 3.295 0.931 -0.418 -0.21
C 2.538 2.087 -1.072 -0.22
C 1.036 1.875 -1.075 -0.23
H 0.719 0.939 -1.520 0.07
H 0.509 2.706 -1.533 0.11
S 0.405 1.837 0.616 0.66
O 0.670 0.599 1.287 -0.29
O 0.758 3.044 1.302 -0.29
N -1.275 1.973 0.365 -0.04
C -1.973 0.883 -0.113 -0.36
N -1.323 0.118 -0.980 0.11
C -1.961 -0.930 -1.482 -0.14
C -3.261 -1.263 -1.166 -0.04
C -3.957 -0.457 -0.263 -0.27
C -3.295 0.635 0.269 0.03
H -3.783 1.291 0.975 0.12
C -5.366 -0.781 0.119 -0.04
H -5.798 0.006 0.731 0.08
H -5.391 -1.713 0.683 0.09
H -5.979 -0.916 -0.770 0.09
H -3.732 -2.129 -1.604 0.11
H -1.386 -1.522 -2.183 0.11
H -1.737 2.528 1.068 0.12
H 2.882 2.221 -2.101 0.12
H 2.746 3.006 -0.519 0.11
H 2.876 0.763 0.573 0.09
H 4.340 1.224 -0.291 0.12
H 2.214 -0.591 -1.504 0.10
H 3.817 -0.235 -2.147 0.11
H 4.708 -1.220 0.089 0.11
H 2.264 -1.288 1.057 0.09
H 3.349 -2.644 1.363 0.11
H 2.352 -3.905 -0.498 0.11
H 1.257 -2.566 -0.852 0.10
H 0.345 -4.533 0.566 0.10
H 1.327 -3.887 1.879 0.10
H -0.944 -2.466 0.415 0.05
H 0.095 -1.661 1.581 0.05
H -0.937 -3.000 2.096 0.07
```

Calculated values
Lowest unoccupied orbital energy = 0.633 eV
DFT total energy = -33887.7487 eV
SMILES = CCCCCCCCCS(=O)(=O)Nc1cc(C)ccn1
Energy above the lowest of the compared OMol25 structures with the same formula, charge and spin = 1.214 eV
Spin multiplicity = 1
HOMO energy = -0.332 Eh

=====

Density functional theory data (the ωB97M-V functional and the def2-TZVPD basis) for C18H17NO5S in the gas phase.

Structure (XYZ):
```
42
Properties=species:S:1:pos:R:3:lowdin_charge:R:1
C 5.339 2.926 0.159 -0.38
H 5.845 2.599 1.062 0.03
H 5.942 2.742 -0.724 0.03
H 5.124 3.988 0.232 0.03
S 3.689 2.140 0.007 0.99
C 4.078 0.436 -0.051 -0.43
C 5.393 -0.029 -0.041 -0.09
C 5.668 -1.378 -0.093 -0.08
C 4.636 -2.304 -0.159 -0.08
C 3.329 -1.865 -0.169 -0.02
C 3.025 -0.504 -0.112 -0.14
C 1.652 0.035 -0.122 -0.40
O 1.462 1.243 -0.144 -0.06
N 0.642 -0.883 -0.095 0.16
C -0.723 -0.675 -0.111 -0.14
C -1.290 0.589 -0.184 0.09
C -2.666 0.806 -0.207 -0.16
C -3.531 -0.304 -0.140 -0.18
C -2.966 -1.566 -0.055 0.07
C -1.590 -1.791 -0.044 -0.07
C -1.092 -3.163 0.030 -0.45
O 0.084 -3.493 0.031 0.08
O -2.051 -4.094 0.103 0.12
H -1.642 -4.973 0.144 0.14
H -3.639 -2.408 -0.023 0.13
O -4.900 -0.313 -0.257 -0.04
C -5.675 0.686 0.363 -0.19
C -5.466 2.080 -0.220 -0.13
H -6.277 2.730 0.110 0.12
H -5.483 2.023 -1.311 0.13
C -4.139 2.671 0.240 -0.18
H -4.053 2.575 1.334 0.13
H -4.085 3.731 -0.021 0.13
O -3.002 2.115 -0.379 -0.02
H -6.705 0.357 0.202 0.13
H -5.477 0.704 1.446 0.13
H -0.652 1.456 -0.245 0.12
H 0.885 -1.871 -0.044 0.09
H 2.547 -2.607 -0.228 0.10
H 4.853 -3.360 -0.204 0.10
H 6.695 -1.711 -0.085 0.11
H 6.216 0.663 0.004 0.08
```

Calculated values
Lowest unoccupied orbital energy = 0.244 eV
DFT total energy = -41505.3271 eV
SMILES = CSc1ccccc1C(=O)Nc1cc2c(cc1C(=O)O)OCCCO2
Energy above the lowest of the compared OMol25 structures with the same formula, charge and spin = 0.051 eV
Spin multiplicity = 1
HOMO energy = -0.286 Eh

=====

Density functional theory data (the ωB97M-V functional and the def2-TZVPD basis) for C2H5N3S in the gas phase.

Structure (XYZ):
```
11
Properties=species:S:1:pos:R:3:lowdin_charge:R:1
C 0.057 -0.593 -0.243 -0.24
C -1.388 0.109 -0.100 -0.84
H 2.954 -0.007 -0.020 0.03
H 2.304 -1.418 -0.207 0.06
H -0.128 -1.593 0.224 0.10
H -2.460 1.722 0.346 0.15
H -0.593 1.895 -0.352 0.13
N 2.294 -0.595 0.332 0.08
N 1.092 -0.008 -0.185 -0.05
N -1.418 1.434 0.143 0.03
S -2.713 -0.946 0.061 0.55
```

Calculated values
Lowest unoccupied orbital energy = 0.133 eV
DFT total energy = -17457.9792 eV
SMILES = N/N=C/C(N)=S
Energy above the lowest of the compared OMol25 structures with the same formula, charge and spin = 3.133 eV
Spin multiplicity = 1
HOMO energy = -0.316 Eh

=====

Density functional theory data (the ωB97M-V functional and the def2-TZVPD basis) for C9H17NO in the gas phase.

Structure (XYZ):
```
28
Properties=species:S:1:pos:R:3:lowdin_charge:R:1
C 1.404 -0.924 -0.351 -0.50
C 0.891 -0.128 1.612 -0.06
C 0.367 0.128 0.033 -0.31
C 2.225 1.869 -0.481 -0.07
C -1.129 -1.897 0.263 -0.05
C -1.427 -0.240 -1.675 -0.04
C -2.155 0.404 0.697 -0.03
C 0.684 1.513 -0.371 -0.19
C -1.101 -0.409 -0.148 -0.52
N 1.791 -1.121 0.926 0.11
O 1.631 -1.402 -1.447 0.08
H 1.535 0.643 2.205 0.13
H 0.053 -0.415 2.333 0.10
H 2.640 1.404 -1.370 0.06
H 2.823 1.308 0.435 0.12
H 2.481 2.933 -0.454 0.06
H -1.009 -2.036 1.344 0.08
H -0.393 -2.530 -0.341 0.11
H -2.107 -2.269 0.038 0.07
H -0.748 -0.761 -2.292 0.07
H -2.400 -0.665 -1.863 0.07
H -1.563 0.845 -2.001 0.10
H -2.294 1.363 0.200 0.06
H -1.730 0.435 1.809 0.11
H -3.122 -0.212 0.401 0.12
H 0.116 1.672 -1.244 0.07
H 0.315 2.333 0.313 0.13
H 2.222 -1.841 1.428 0.12
```

Calculated values
Lowest unoccupied orbital energy = 0.741 eV
DFT total energy = -13144.5756 eV
SMILES = CC[C@]1(C(C)(C)C)CNC1=O
Energy above the lowest of the compared OMol25 structures with the same formula, charge and spin = 1.681 eV
Spin multiplicity = 1
HOMO energy = -0.348 Eh

=====

Density functional theory data (the ωB97M-V functional and the def2-TZVPD basis) for C5H7NO2 in the gas phase.

Structure (XYZ):
```
15
Properties=species:S:1:pos:R:3:lowdin_charge:R:1
C -0.487 -0.510 1.498 0.07
C 0.111 -0.795 0.378 -0.31
C -0.659 0.957 1.416 -0.42
C 0.592 -2.203 0.007 0.00
C 0.008 2.519 -0.335 -0.03
N -0.466 1.248 0.050 -0.09
O -0.809 1.730 2.341 0.07
O 0.142 0.188 -0.559 0.05
H -0.508 -1.244 2.260 0.12
H 0.283 -3.163 0.458 0.09
H 0.239 -2.253 -1.026 0.08
H 1.687 -2.332 -0.084 0.09
H 0.889 2.565 -1.087 0.13
H -0.762 3.035 -0.798 0.06
H 0.330 3.185 0.476 0.10
```

Calculated values
Lowest unoccupied orbital energy = 0.845 eV
DFT total energy = -10881.0213 eV
SMILES = Cc1cc(=O)n(C)o1
Energy above the lowest of the compared OMol25 structures with the same formula, charge and spin = 2.596 eV
Spin multiplicity = 1
HOMO energy = -0.339 Eh

=====

Density functional theory data (the ωB97M-V functional and the def2-TZVPD basis) for C4H6N2O in the gas phase.

Structure (XYZ):
```
13
Properties=species:S:1:pos:R:3:lowdin_charge:R:1
C 1.981 -0.497 1.188 -0.07
O 1.483 -0.105 -0.087 -0.06
C 0.170 0.096 -0.214 -0.38
N -0.702 -0.039 0.862 0.06
N -1.874 0.309 0.511 -0.01
C -1.877 0.476 -0.938 -0.21
C -0.489 0.417 -1.359 0.01
H 3.058 -0.617 1.052 0.09
H 1.784 0.266 1.947 0.09
H 1.538 -1.444 1.511 0.09
H -2.370 -0.531 -0.715 0.16
H -2.637 1.100 -1.412 0.12
H -0.065 0.569 -2.344 0.11
```

Calculated values
Lowest unoccupied orbital energy = 0.752 eV
DFT total energy = -9270.1208 eV
SMILES = COC1=CCN=N1
Energy above the lowest of the compared OMol25 structures with the same formula, charge and spin = 3.381 eV
Spin multiplicity = 1
HOMO energy = -0.333 Eh

=====

> DFT total energy of number 2 (C17H25N3O2)?

-26595.6341 eV

=====

> Among the records above, which one has the lowest DFT total energy?

C10H31O8Ti3